Record 1
C40H33BrN4O3PbS as an isolated structure at a distorted geometry, computed with ωB97M-V/def2-TZVPD.

The geometry in XYZ format:
```
83
Properties=species:S:1:pos:R:3
Pb 0.75284 -0.69057 -0.50225
C -1.31930 -2.48874 1.37735
O -0.37532 -1.37458 1.62732
C 0.39803 -1.36295 2.79466
C 0.04359 -1.94263 3.98301
C 0.98650 -1.88864 5.04284
Br 0.56069 -2.58814 6.72439
C 2.16731 -1.23610 4.87194
C 2.53110 -0.68313 3.63821
C 1.62511 -0.71099 2.57934
O 1.90215 -0.14339 1.42959
C 3.77380 0.07473 3.53234
N 4.10870 0.97052 2.62304
C 5.33477 1.60762 2.96905
C 5.94022 2.76073 2.45866
C 7.06615 3.21048 3.14117
C 7.49019 2.54960 4.29100
C 6.79482 1.53173 4.89308
C 5.74914 1.00769 4.16359
N 4.71221 0.10651 4.47510
H -0.88322 -3.43583 1.66469
H -1.51562 -2.53775 0.30629
H -2.21573 -2.23173 1.89712
H -0.93255 -2.37682 4.07671
H 2.85986 -1.22444 5.64859
H 3.48802 1.10707 1.85613
H 5.62184 3.15807 1.53262
H 7.72993 4.02769 2.80868
H 8.32983 3.01485 4.91683
H 7.10893 0.98615 5.83415
H 4.77312 -0.55361 5.22607
C 3.17999 2.90791 -2.78191
C 2.86820 1.73268 -2.04833
N 1.70509 1.44150 -1.53403
C 0.76592 2.47545 -1.59612
C 0.98077 3.63981 -2.28486
C 2.23728 3.87728 -2.86037
C -0.05686 4.64142 -2.44178
C -1.28873 4.50312 -1.90478
C -1.56414 3.33673 -1.03598
C -2.78181 3.10620 -0.42015
C -2.90604 1.91867 0.28731
C -1.85454 1.02544 0.35837
N -0.66008 1.23867 -0.16430
C -0.51310 2.34984 -0.92092
H 4.14528 2.98740 -3.25064
H 3.60372 0.96374 -2.05044
H 2.47673 4.89492 -3.35105
H 0.16358 5.48637 -3.02746
H -1.99867 5.28613 -2.02358
H -3.63541 3.73650 -0.53284
H -3.85199 1.54260 0.72632
H -1.98067 0.06451 0.83748
O -1.48611 -1.10295 -1.66231
S -2.32020 -0.35173 -2.65645
C -3.99768 -1.09122 -2.55150
C -4.54274 -1.06706 -1.10990
C -5.41271 0.01613 -0.81703
C -5.96682 0.07221 0.40637
C -5.61854 -0.90559 1.39574
C -4.70074 -1.93770 1.15875
C -4.18264 -2.02518 -0.14913
C -1.90713 -0.91596 -4.31389
C -1.59495 -2.36340 -4.35169
C -0.44661 -2.89841 -3.66992
C -0.26691 -4.28542 -3.58045
C -1.21025 -5.19344 -4.16155
C -2.30005 -4.67556 -4.82881
C -2.49919 -3.27917 -4.93131
H -3.85601 -2.09553 -2.83541
H -4.63549 -0.54200 -3.21003
H -5.57993 0.67304 -1.62283
H -6.72330 0.84240 0.71226
H -6.06132 -0.80080 2.41138
H -4.51902 -2.71961 1.91738
H -3.54939 -2.81421 -0.41519
H -1.09688 -0.23368 -4.71884
H -2.87586 -0.71885 -4.81210
H 0.34299 -2.28848 -3.32510
H 0.67914 -4.61604 -3.10263
H -1.05415 -6.22958 -4.03761
H -2.97750 -5.29874 -5.37299
H -3.28162 -2.95377 -5.62650
```

Summary:
* highest occupied orbital energy: -12.610 eV
* charge: +2
* F_max: 3.17 eV/A
* spin multiplicity: 1

---

Record 2
A 3-piece molecular cluster, C35H52FO15P3 overall at a distorted geometry, computed with ωB97M-V/def2-TZVPD.

The geometry in XYZ format:
```
106
Properties=species:S:1:pos:R:3
C -0.96465 4.17673 -1.17061
C -0.33875 2.93399 -1.81063
C 0.10251 1.85525 -0.81289
C -1.04078 1.24510 0.02553
C -1.60361 -0.07269 -0.54034
C -2.91865 0.00765 -1.28633
C -3.41675 1.23421 -1.68580
C -4.59833 1.34882 -2.39210
F -5.01803 2.56104 -2.74537
C -5.31692 0.21810 -2.70319
C -4.84215 -1.03115 -2.28782
C -3.63790 -1.16173 -1.59981
C -3.10995 -2.52319 -1.20661
P -3.11447 -2.89825 0.56635
O -3.91241 -1.99521 1.40283
O -3.66480 -4.40572 0.67032
O -1.58515 -3.02148 1.05598
C -5.71802 -2.19972 -2.64174
O -5.32019 -3.29298 -2.96220
C -7.19052 -1.89303 -2.62424
O -8.07354 -2.85584 -2.18531
C -8.84206 -2.40358 -1.11562
O -10.02491 -2.59161 -1.12215
C -8.15131 -1.73212 0.03224
C -8.11703 -0.35304 0.16974
C -7.44663 0.24619 1.22279
C -6.79791 -0.56311 2.14529
C -6.83984 -1.93907 2.02503
C -7.50748 -2.53505 0.96954
C -7.62540 -0.71054 -3.03973
C -6.61219 0.29621 -3.46124
O -6.80767 1.07881 -4.35970
H -1.47298 4.73365 -1.96334
H -0.21221 4.85504 -0.76964
H -1.73221 3.95356 -0.42945
H 0.54011 3.27276 -2.36546
H -1.02191 2.51898 -2.55633
H 0.64504 1.08425 -1.36398
H 0.81140 2.32716 -0.12729
H -1.80425 1.98281 0.26076
H -0.57806 0.98867 0.98176
H -0.83491 -0.52854 -1.17112
H -1.76701 -0.73284 0.30740
H -2.90765 2.15828 -1.45425
H -3.60505 -3.34521 -1.71278
H -2.06048 -2.56527 -1.51792
H -3.04211 -4.92076 1.19878
H -1.46862 -2.51736 1.87201
H -8.60571 0.27517 -0.56516
H -7.39742 1.32195 1.31689
H -6.24374 -0.11469 2.95893
H -6.34404 -2.57980 2.74016
H -7.54224 -3.61006 0.84502
H -8.67288 -0.44024 -3.08291
C 2.89008 6.29207 3.89389
C 2.86640 6.61164 2.41098
O 4.08264 6.25884 1.74245
P 4.49973 4.69758 1.64988
O 3.43926 4.00286 0.89438
O 5.70330 4.80015 0.55197
C 5.75246 3.90583 -0.56291
C 5.22939 4.57793 -1.81747
O 5.46799 4.56024 2.90524
C 6.72861 5.24138 3.03811
C 6.63074 6.70792 3.39166
H 2.96440 5.21498 4.06548
H 1.97728 6.64824 4.37204
H 3.74530 6.75630 4.38216
H 2.02608 6.10888 1.92537
H 2.73902 7.68356 2.26447
H 5.20330 2.98976 -0.35144
H 6.79948 3.62749 -0.69743
H 4.31333 5.13224 -1.61677
H 5.03302 3.84272 -2.59912
H 5.95883 5.29560 -2.19662
H 7.34823 5.09128 2.15816
H 7.23159 4.72044 3.85378
H 6.31516 7.31189 2.54274
H 7.61424 7.06732 3.69838
H 5.92930 6.87489 4.20773
C 1.16327 -3.50932 -1.26913
C 1.39323 -4.07976 0.11790
O 2.60152 -4.84116 0.21065
P 4.01811 -4.08175 0.01663
O 4.11961 -3.06766 1.08404
O 5.04984 -5.23720 0.52882
C 6.09488 -4.92659 1.45467
C 5.71561 -5.35125 2.85974
O 4.28948 -4.33813 -1.53181
C 4.51965 -5.63394 -2.11342
C 3.28417 -6.48849 -2.28381
H 1.93727 -2.78354 -1.53294
H 0.19720 -3.00533 -1.31211
H 1.18551 -4.29238 -2.02539
H 1.40651 -3.27995 0.86235
H 0.58076 -4.75728 0.37551
H 6.34356 -3.86727 1.41936
H 6.97987 -5.47444 1.12537
H 4.69102 -5.06714 3.09593
H 6.38449 -4.90250 3.59519
H 5.77574 -6.43650 2.95785
H 5.29615 -6.17116 -1.57562
H 4.93068 -5.41744 -3.10027
H 2.93806 -6.89834 -1.33650
H 3.52019 -7.33114 -2.93548
H 2.46690 -5.92287 -2.72896
```

Summary:
* highest occupied orbital energy: -9.424 eV
* F_max: 5.66 eV/A
* structure (SMILES): CCCCCc1cc(F)c2c(c1CP(=O)(O)O)C(=O)C(OC(=O)c1ccccc1)=CC2=O.CCOP(=O)(OCC)OCC.CCOP(=O)(OCC)OCC
* spin multiplicity: 1

---

Record 3
One molecule with the formula C4H7NO, computed with ωB97M-V/def2-TZVPD.

The geometry in XYZ format:
```
13
Properties=species:S:1:pos:R:3
C -1.33505 -0.65790 0.51595
C 0.06496 -0.66578 -0.08484
C 0.30622 0.43396 -1.14229
N 1.01399 1.49704 -0.41696
C 1.37091 0.96790 0.67611
O 1.01443 -0.30568 0.95363
H -1.29298 -1.02640 1.54447
H -2.01785 -1.29680 -0.05325
H -1.74934 0.35636 0.53011
H 0.34268 -1.66607 -0.42705
H 0.94232 0.09520 -1.96863
H -0.62538 0.81631 -1.57194
H 1.96508 1.45184 1.44468
```

Summary:
* highest occupied orbital energy: -9.597 eV
* energy above the lowest of the compared OMol25 structures with the same formula, charge and spin: 0.999 eV
* F_max: 0.41 eV/A
* structure (SMILES): C[C@H]1CN=CO1
* spin multiplicity: 1

---

Record 4
A 5-piece molecular cluster, C45H45BrClN3O19S overall at a distorted geometry, computed with ωB97M-V/def2-TZVPD.

The geometry in XYZ format:
```
115
Properties=species:S:1:pos:R:3
H -1.16128 -3.68965 2.42476
N -0.57404 -3.73587 3.27046
C 0.59197 -3.31988 2.94710
C 1.70841 -3.33218 4.07091
C 1.03916 -2.82891 1.52202
C 0.82729 -3.85436 0.36181
C 1.32838 -5.20314 0.41981
Br 2.33852 -5.94390 1.92963
C 1.12859 -6.16560 -0.73769
C 0.43174 -5.68075 -1.90274
C 0.23645 -6.70186 -3.09724
C 1.46328 -6.49707 -4.07440
C 2.80009 -7.19600 -3.56918
C -0.09947 -4.26916 -2.03207
N -0.71051 -3.94512 -3.23668
C -1.10439 -2.64347 -3.17966
C -1.78259 -2.07635 -4.49183
C -3.30950 -2.44751 -4.60706
C -3.86592 -1.63612 -5.86844
O -3.53794 -3.83125 -4.92027
C -0.96563 -1.70763 -2.01876
C -1.47855 -0.21513 -2.04728
C -0.18678 0.71214 -2.00027
C 0.02850 1.33710 -3.43183
C 1.18863 2.41935 -3.31277
S 2.71883 1.74591 -2.55835
O 2.63885 1.65292 -1.09768
O 3.11764 0.48616 -3.17362
Cl 4.18912 3.16862 -2.94664
N -0.36312 -2.08700 -0.86706
C 0.10279 -3.38990 -0.87692
H 1.35961 -2.84972 5.02141
H 2.58661 -2.72538 3.70052
H 2.03833 -4.38145 4.31589
H 2.14900 -2.60933 1.55606
H 0.54169 -1.84016 1.34489
H 1.53903 -7.20428 -0.68089
H 0.18913 -7.73667 -2.64381
H -0.74807 -6.50782 -3.59384
H 1.19274 -6.88344 -5.09949
H 1.69613 -5.39298 -4.10452
H 2.69837 -8.30671 -3.69825
H 3.63919 -6.76752 -4.18950
H 3.01803 -6.97524 -2.49073
H -1.58921 -0.98052 -4.63354
H -1.25339 -2.59888 -5.34065
H -3.92946 -2.16039 -3.71630
H -3.66070 -0.55188 -5.67469
H -3.18175 -1.93168 -6.72023
H -4.93242 -1.87310 -6.09546
H -3.92664 -4.29929 -4.16499
H -2.18201 -0.00738 -2.88640
H -1.99707 -0.07879 -1.05269
H 0.67387 0.05772 -1.70051
H -0.37432 1.52742 -1.24528
H 0.26054 0.54456 -4.18909
H -0.89984 1.90257 -3.70955
H 1.45966 2.75737 -4.35623
H 0.80119 3.30646 -2.73955
O -6.01515 1.21798 -5.52127
C -5.83661 1.71570 -4.42584
C -4.53485 1.70430 -3.75692
C -4.39042 2.24970 -2.54578
O -3.20211 2.25447 -1.91007
C -5.54078 2.88317 -1.83260
O -5.36780 3.35166 -0.72281
C -6.83566 2.91585 -2.51023
C -6.98018 2.37336 -3.72357
O -8.16201 2.39364 -4.36799
H -3.71114 1.24136 -4.28277
H -3.36562 2.70448 -1.05772
H -7.65560 3.39262 -1.99085
H -8.00431 1.93946 -5.21820
O 1.95600 5.82521 -2.62677
C 2.28000 6.32932 -1.56424
C 3.12997 5.64423 -0.59326
C 3.44416 6.22996 0.56683
O 4.22690 5.61849 1.47491
C 2.94100 7.59382 0.91331
O 3.23540 8.08371 1.98744
C 2.10996 8.28952 -0.06945
C 1.79915 7.70441 -1.22975
O 1.03686 8.32638 -2.15124
H 3.48528 4.65719 -0.85470
H 4.30142 6.24548 2.22023
H 1.76645 9.28279 0.18523
H 0.95789 7.69630 -2.89281
O 3.29012 -1.58802 6.33499
C 3.03907 -1.30478 7.49205
C 3.33313 -2.20332 8.60710
C 3.02218 -1.85359 9.85892
O 3.28523 -2.66328 10.90260
C 2.36587 -0.54590 10.16431
O 2.08340 -0.27548 11.31708
C 2.09374 0.36300 9.05178
C 2.40779 0.01504 7.80024
O 2.16979 0.83736 6.75969
H 3.80573 -3.14728 8.37278
H 2.96505 -2.18440 11.69138
H 1.63506 1.31340 9.28778
H 2.48552 0.35524 5.97158
O -0.14108 2.43353 5.68526
C -0.08217 2.55541 4.47501
C 0.97895 1.96172 3.66173
C 1.00334 2.14418 2.33463
O 1.97008 1.60441 1.57021
C -0.04405 2.95826 1.64114
O 0.02087 3.11806 0.43452
C -1.11665 3.53051 2.45104
C -1.14138 3.34480 3.77431
O -2.12063 3.86121 4.53844
H 1.72936 1.37944 4.17433
H 1.77320 1.87870 0.64914
H -1.87690 4.10190 1.93571
H -1.90959 3.58751 5.45255
```

Summary:
* highest occupied orbital energy: -8.521 eV
* F_max: 4.36 eV/A
* structure (SMILES): [H]/N=C(/C)Cc1c(Br)cc(CCC)c2nc(C[C@@H](C)O)c(CCCCS(=O)(=O)Cl)nc12.O=C1C=C(O)C(=O)C=C1O.O=C1C=C(O)C(=O)C=C1O.O=C1C=C(O)C(=O)C=C1O.O=C1C=C(O)C(=O)C=C1O
* spin multiplicity: 1

---

Record 5
A 8-piece molecular cluster, C20H22Cl21NO4S overall at a distorted geometry, computed with ωB97M-V/def2-TZVPD.

The geometry in XYZ format:
```
69
Properties=species:S:1:pos:R:3
C 2.59013 2.62825 4.41634
C 1.19333 2.32920 3.98821
O 0.50122 3.10887 3.38457
N 0.70810 0.98610 4.36921
C -0.17623 1.10993 5.53942
C -1.42725 1.94969 5.47998
O 0.13091 0.53625 6.56222
C 0.10554 0.33738 3.29001
C -0.99613 -0.41133 3.29408
C -1.47587 -1.08144 2.06816
O -2.20016 -2.05445 2.13261
C -1.00355 -0.50606 0.79256
C 0.10684 0.23065 0.76528
C 0.65167 0.79134 -0.49922
C 0.72576 2.33463 -0.53225
C 2.17779 2.80678 -0.66541
S 2.48561 4.40709 0.17729
C 0.85339 0.45329 2.01658
O 2.04601 0.69633 1.99031
H 3.05653 1.74047 4.81559
H 2.60287 3.38760 5.18690
H 3.15837 2.92166 3.54571
H -1.64304 2.37155 4.51065
H -2.24407 1.29192 5.74721
H -1.35825 2.69048 6.26338
H -1.56979 -0.58613 4.18848
H -1.54621 -0.70691 -0.11128
H 1.63094 0.36215 -0.66662
H 0.01891 0.45556 -1.30720
H 0.20702 2.65605 -1.42503
H 0.26205 2.77350 0.33863
H 2.44912 2.92746 -1.70108
H 2.84495 2.10153 -0.19712
H 1.52436 4.34497 1.11000
Cl -1.83336 -2.12288 -2.80633
C -1.61661 -0.86208 -4.02253
Cl -1.60288 0.73559 -3.26754
Cl -0.13826 -1.13124 -4.94107
H -2.45288 -0.90583 -4.70723
Cl 6.84600 8.38341 0.59128
C 5.54245 7.41813 -0.10558
Cl 6.03223 5.73138 -0.26108
Cl 4.07075 7.56821 0.85476
H 5.33594 7.80019 -1.09547
Cl 5.18930 -1.56181 1.01425
C 3.54778 -2.11665 1.32809
Cl 2.59499 -2.13515 -0.15676
Cl 3.54793 -3.70790 2.09331
H 3.08229 -1.42063 2.01303
Cl -3.04491 -2.61890 -6.87858
C -2.87607 -1.29256 -8.02850
Cl -2.97554 0.27170 -7.20753
Cl -1.37021 -1.42726 -8.93436
H -3.69829 -1.35045 -8.72873
Cl 0.75811 -2.93519 5.67413
C 1.42283 -4.44303 5.04066
Cl 2.23627 -5.35778 6.31182
Cl 0.16676 -5.41192 4.27019
H 2.15449 -4.18629 4.28864
Cl -1.38822 -6.16467 -5.71493
C -1.91928 -5.74908 -4.08550
Cl -3.45959 -4.88732 -4.13411
Cl -2.03984 -7.18738 -3.07490
H -1.18192 -5.08824 -3.64885
Cl -5.98447 -3.40691 -5.43164
C -7.40153 -2.59171 -6.09201
Cl -7.32876 -2.55664 -7.85643
Cl -8.88920 -3.35917 -5.54038
H -7.39788 -1.57038 -5.73727
```

Summary:
* highest occupied orbital energy: -8.980 eV
* energy above the lowest of the compared OMol25 structures with the same formula, charge and spin: 0.000 eV
* F_max: 1.97 eV/A
* structure (SMILES): CC(=O)N(C(C)=O)C1=CC(=O)C=C(CCCS)C1=O.ClC(Cl)Cl.ClC(Cl)Cl.ClC(Cl)Cl.ClC(Cl)Cl.ClC(Cl)Cl.ClC(Cl)Cl.ClC(Cl)Cl
* spin multiplicity: 1

---

Record 6
A 13-piece molecular cluster, ClH24O16 overall at a distorted geometry, computed with ωB97M-V/def2-TZVPD.

The geometry in XYZ format:
```
41
Properties=species:S:1:pos:R:3
Cl 1.20022 -0.07705 0.08378
O 1.28922 -1.54405 -0.25222
O 2.42222 0.60295 -0.48122
O 0.00722 0.47695 -0.58122
O 1.13922 0.22095 1.55178
O -0.08878 -0.88005 4.13778
H -0.59378 -0.82405 3.29778
H 0.42322 -0.08105 4.14278
O -2.99878 0.96195 -2.28622
H -2.78378 0.36095 -1.54122
H -3.01078 1.80595 -1.81122
O 2.83222 1.38895 -3.12522
H 3.33622 1.16095 -2.36622
H 1.95622 1.68295 -2.73122
O -2.68578 -0.87005 -0.38522
H -3.49978 -0.92205 0.13878
H -1.96578 -0.78105 0.24078
O 2.19122 -3.04805 -2.57522
H 2.10622 -2.60705 -1.71622
H 2.00322 -2.41705 -3.28422
O 0.91522 3.05595 0.15678
H 1.42122 2.29395 0.01678
H 1.18222 3.74895 -0.44222
O -1.32578 1.62495 1.49278
H -2.10678 1.52995 0.89978
H -0.60578 1.88795 0.94478
O 0.26222 -3.42005 1.16478
H 0.48922 -3.59405 2.04878
H 0.76422 -2.69805 0.85478
O -1.59678 -1.74805 2.04478
H -1.80378 -2.06405 2.90178
H -0.78978 -2.22105 1.78278
O 1.06622 1.81495 3.75978
H 0.12222 1.89195 3.63878
H 1.27822 1.26095 3.00478
O 0.31622 1.98695 -2.75522
H -0.10378 2.83995 -3.01222
H -0.09678 1.73195 -1.91022
O -0.84478 -1.34005 -2.62622
H -1.07178 -0.86405 -1.86422
H -0.75078 -2.33005 -2.55822
```

Summary:
* highest occupied orbital energy: -7.479 eV
* energy above the lowest of the compared OMol25 structures with the same formula, charge and spin: 1.473 eV
* charge: -1
* F_max: 3.97 eV/A
* spin multiplicity: 1

---

Record 7
One molecule with the formula C4H7NO2, computed with ωB97M-V/def2-TZVPD.

The geometry in XYZ format:
```
14
Properties=species:S:1:pos:R:3
H -1.74934 1.81845 1.20454
N -1.01187 1.20734 1.55793
C -0.80427 0.27665 0.73296
C -1.48349 0.04772 -0.59834
O 0.07671 -0.72511 1.06894
C 1.40938 -0.67482 0.59028
C 1.53673 -0.17995 -0.84412
O 2.09577 0.84876 -1.13493
H -2.51816 0.39825 -0.57631
H -0.96139 0.58784 -1.39662
H -1.47297 -1.01854 -0.83694
H 2.04155 -0.04770 1.22644
H 1.75595 -1.71296 0.63251
H 1.08539 -0.82593 -1.62634
```

Summary:
* highest occupied orbital energy: -10.161 eV
* energy above the lowest of the compared OMol25 structures with the same formula, charge and spin: 2.089 eV
* F_max: 0.55 eV/A
* structure (SMILES): [H]/N=C(\C)OCC=O
* spin multiplicity: 1

---

Number 1: E_tot -5153.42907 Eh. Number 2: E_tot -3617.61692 Eh. Number 3: E_tot -286.59493 Eh. Number 4: E_tot -6767.87067 Eh. Number 5: E_tot -11193.16466 Eh. Number 6: E_tot -1678.24725 Eh. Number 7: E_tot -361.80409 Eh.